(one)
Formula: C11H14NO2
Source: OMol25
Level of theory: the ωB97M-V functional and the def2-TZVPD basis

Properties
Gap between HOMO and LUMO ... 8.1 eV
Net charge ... +1
HOMO level ... -12.764 eV
LUMO level ... -4.7 eV

```
28
C11H14NO2, DFT the ωB97M-V functional and the def2-TZVPD basis
C -1.62494 0.18075 -1.75190
C -2.90681 -0.22170 -1.57858
C -1.22313 0.72948 -0.49710
C -2.32211 0.61892 0.32357
C 0.95174 1.95883 -0.48786
C -2.12382 1.14106 1.69794
C 2.01186 1.09946 -1.12207
C -0.60876 1.46812 1.65659
C 1.60457 -0.29563 -1.07088
C -0.18735 1.22648 0.25247
C 0.35021 -1.90254 0.43000
N 1.14603 -0.72188 0.25152
O 0.87461 3.14805 -0.45657
O -3.31259 -0.07195 -0.27937
H -1.04850 -0.15581 -2.68471
H -3.46171 -0.84768 -2.22377
H -2.64370 2.12366 1.93862
H -2.47168 0.47246 2.55203
H 2.06293 1.48501 -2.21522
H 2.85891 1.31526 -0.59468
H -0.21071 2.42901 1.77829
H -0.24250 0.90043 2.53187
H 0.68643 -0.64650 -1.66365
H 2.38537 -0.96738 -1.34086
H 0.98716 -2.87233 0.47359
H -0.18772 -1.70218 1.34947
H -0.33310 -2.07007 -0.31174
H 1.86402 -0.64523 0.97691
```

(two)
Formula: C11H14NO2
Source: OMol25
Level of theory: the ωB97M-V functional and the def2-TZVPD basis

Properties
Gap between HOMO and LUMO ... 7.0 eV
Net charge ... +1
HOMO level ... -13.494 eV
LUMO level ... -6.5 eV

```
28
C11H14NO2, DFT the ωB97M-V functional and the def2-TZVPD basis
C 3.72623 0.08227 -1.45808
C 3.61074 -1.19775 -0.98632
C 3.20409 1.17279 -0.79328
C 3.07963 -1.50494 0.22268
C 2.45953 0.90660 0.32078
C 2.47126 -0.37145 0.93736
C -1.02701 1.15505 0.57775
C -3.31074 -1.19416 -0.91816
C -4.02777 1.11638 -0.15590
C 1.88970 -0.46245 2.17667
C -3.07819 -0.05486 0.00318
N -1.83296 0.61762 -0.29863
O -0.84130 2.11629 1.17695
O -0.49188 -0.01512 0.18151
H 4.54861 0.36821 -2.15804
H 4.39664 -1.95442 -1.39333
H 3.40194 2.19759 -1.13636
H 3.14075 -2.44067 0.64207
H 1.90899 1.63951 0.75082
H -3.53148 -0.88502 -1.87142
H -2.54214 -1.88312 -0.90351
H -4.13651 -1.91731 -0.69818
H -3.74090 1.87076 0.49415
H -4.24150 1.47835 -1.08980
H -4.98937 0.76910 0.20599
H 1.19716 0.28807 2.50207
H 1.91254 -1.45453 2.65944
H -3.15607 -0.44279 1.00962
```

On energetic grounds, (one) is preferred over the next structure by 0.0838 hartree.

(one)
Formula: C7H10N3O
Source: OMol25
Level of theory: the ωB97M-V functional and the def2-TZVPD basis

Properties
Gap between HOMO and LUMO ... 8.4 eV
Net charge ... +1
HOMO level ... -13.267 eV
SMILES ... N[C@@H]1CC2=C(C=NCC2=O)[NH2+]1
LUMO level ... -4.8 eV

```
21
C7H10N3O, DFT the ωB97M-V functional and the def2-TZVPD basis
N 2.67760 -0.26972 -0.80559
C 1.94272 -0.32991 0.43076
C 0.73795 -1.35614 0.48918
C -0.53859 -0.49083 0.22720
C -0.20510 0.92921 0.22577
C -1.31221 1.88409 -0.01041
N -2.45393 1.42998 -0.23086
C -2.86206 0.08455 -0.43259
C -1.94153 -1.00013 0.02091
O -2.24604 -2.16517 0.11223
N 1.24274 1.07242 0.48336
H 2.11343 -0.35327 -1.60730
H 3.38415 -0.96858 -0.84167
H 2.68343 -0.50758 1.23128
H 0.85858 -1.86812 1.46904
H 0.77343 -2.03535 -0.27683
H -1.24218 2.87387 0.29846
H -2.98042 0.06475 -1.55708
H -3.82623 -0.15506 -0.21610
H 1.70438 1.42747 -0.34830
H 1.48987 1.73350 1.33853
```

(two)
Formula: C7H10N3O
Source: OMol25
Level of theory: the ωB97M-V functional and the def2-TZVPD basis

Properties
Gap between HOMO and LUMO ... 11.0 eV
Net charge ... +1
HOMO level ... -14.384 eV
SMILES ... O=C1N[C@H]2CC=C3CCN1[N@H+]32
LUMO level ... -3.3 eV

```
21
C7H10N3O, DFT the ωB97M-V functional and the def2-TZVPD basis
O 2.53863 -1.13477 1.11143
C 1.46166 -1.03605 0.67390
N 0.31610 -1.44158 1.29291
C -0.89952 -1.32463 0.60116
C -1.80949 -0.15458 1.20691
C -1.30156 1.07638 0.61444
C -0.57051 0.87730 -0.52298
C 0.44709 1.48088 -1.41457
C 1.61543 0.53799 -1.26784
N 1.08740 -0.69424 -0.68781
N -0.28119 -0.62425 -0.66056
H 0.26911 -1.47893 2.40504
H -1.58112 -2.19615 0.15764
H -1.57069 -0.00610 2.22744
H -2.84031 -0.30023 0.95265
H -1.48746 2.03335 1.08054
H 0.11935 1.50745 -2.35010
H 0.66586 2.55948 -1.19329
H 2.21078 0.38533 -2.20088
H 2.35207 1.01630 -0.59047
H -0.74165 -1.08295 -1.43557
```

On energetic grounds, (two) is preferred over the next structure by 0.0108 hartree.

(one)
Formula: C7H7NOS
Source: OMol25
Level of theory: the ωB97M-V functional and the def2-TZVPD basis

Properties
Gap between HOMO and LUMO ... 9.1 eV
HOMO level ... -8.850 eV
LUMO level ... 0.2 eV

```
17
C7H7NOS, DFT the ωB97M-V functional and the def2-TZVPD basis
C -0.00419 1.55814 -1.25381
C -0.73282 0.85781 -0.58526
C 2.45867 -1.20694 -0.76216
C 3.07443 -0.02397 -0.64012
C 1.21486 -0.20769 1.04963
C -2.65660 0.48801 0.84478
C -1.50848 -0.17010 0.04410
N 1.33944 -1.19811 0.14413
O -1.47102 -1.38013 -0.15113
S 2.44488 0.92428 0.62455
H 0.47831 2.33718 -1.70398
H 2.69266 -1.99778 -1.46034
H 3.86614 0.40918 -1.10644
H -3.54906 0.01763 0.56121
H -2.79250 1.47511 0.70572
H -2.44057 0.32375 1.91682
H 0.95524 -2.08781 0.38850
```

(two)
Formula: C7H7NOS
Source: OMol25
Level of theory: the ωB97M-V functional and the def2-TZVPD basis

Properties
Gap between HOMO and LUMO (spin up / spin down) ... 8.7 / 8.7 eV
HOMO level (spin up / spin down) ... -9.175 / -9.175 eV
LUMO level (spin up / spin down) ... -0.4 / -0.4 eV

```
17
C7H7NOS, DFT the ωB97M-V functional and the def2-TZVPD basis
C 3.30180 1.31046 -0.34378
C 1.18018 1.16168 -0.39840
C 1.24067 0.06218 0.34391
C -1.45733 1.71497 0.25402
C 0.26062 -0.92718 0.76749
C -0.99827 -0.63215 -0.10522
C -1.00262 0.73074 -0.68995
N 2.20779 1.80427 -0.84154
O -1.69926 1.51984 1.41375
S 2.97994 -0.15062 0.67300
H 4.29027 1.86781 -0.60580
H -1.39691 2.75691 -0.06479
H 0.62049 -1.94706 0.77906
H 0.00619 -0.72139 1.93620
H -0.99092 -1.51281 -0.80317
H -1.80642 -0.74272 0.53805
H -0.85054 0.95905 -1.75459
```

On energetic grounds, (two) is preferred over the next structure by 0.0225 hartree.

(one)
Formula: C4H5I2N
Source: OMol25
Level of theory: the ωB97M-V functional and the def2-TZVPD basis

Properties
Gap between HOMO and LUMO ... 8.1 eV
HOMO level ... -8.865 eV
SMILES ... I[C@@H]1C=CCN1I
LUMO level ... -0.7 eV

```
12
C4H5I2N, DFT the ωB97M-V functional and the def2-TZVPD basis
I 0.34564 2.95390 0.09275
C 0.77367 0.80091 -0.52992
C -0.52703 0.27497 -1.18793
C -1.15287 -0.70243 -0.45998
C -0.30966 -1.04042 0.72704
N 1.03386 -0.27542 0.41570
I 2.24494 -0.06620 2.14632
H 1.70589 1.00287 -1.13454
H -1.00502 0.83766 -1.97343
H -2.19361 -0.95780 -0.53512
H -0.87255 -0.77117 1.60587
H -0.04326 -2.05686 0.83322
```

(two)
Formula: C4H5I2N
Source: OMol25
Level of theory: the ωB97M-V functional and the def2-TZVPD basis

Properties
Gap between HOMO and LUMO (spin up / spin down) ... 5.9 / 5.9 eV
HOMO level (spin up / spin down) ... -8.877 / -8.852 eV
LUMO level (spin up / spin down) ... -3.0 / -3.0 eV

```
12
C4H5I2N, DFT the ωB97M-V functional and the def2-TZVPD basis
C -1.30077 -0.33346 -2.75877
C 0.36284 0.40519 -0.41900
C -0.64603 -0.26015 0.56072
C -2.11425 -0.05304 0.20438
N -1.45971 -0.53233 -3.88725
I -3.69583 -1.44039 0.42249
I -2.72488 1.94543 -0.02787
H 0.22511 -0.11914 -1.46046
H 0.04933 1.38897 -0.54295
H 1.27187 0.27645 0.10360
H -0.53888 -1.38528 0.40258
H -0.30982 0.19203 1.47812
```

On energetic grounds, (one) is preferred over the next structure by 0.1352 hartree.

(one)
Formula: C5H13NSi
Source: OMol25
Level of theory: the ωB97M-V functional and the def2-TZVPD basis

Properties
Gap between HOMO and LUMO ... 9.8 eV
HOMO level ... -8.701 eV
SMILES ... C=C[Si@H](CC)NC
LUMO level ... 1.1 eV

```
20
C5H13NSi, DFT the ωB97M-V functional and the def2-TZVPD basis
C 1.76174 1.94984 -1.12045
C 0.86609 0.97764 -1.33880
Si -0.41358 -0.02981 -0.01914
C 0.22252 -0.37155 1.68800
C 0.35694 0.82353 2.59644
N -0.78718 -1.57990 -0.66398
C -1.40953 -1.73987 -1.99590
H 2.32598 2.37453 -1.98489
H 1.87631 2.34685 -0.02682
H 0.72659 0.51198 -2.35931
H -1.92289 0.69255 -0.11532
H -0.32199 -1.12407 2.28009
H 1.28988 -0.63603 1.64059
H 0.92749 0.69542 3.45687
H 0.72642 1.73877 2.10684
H -0.66331 1.01409 2.94686
H -0.76352 -2.42861 -0.19882
H -2.27140 -2.33238 -1.77931
H -1.86959 -0.84890 -2.35732
H -0.65699 -2.03410 -2.75561
```

(two)
Formula: C5H13NSi
Source: OMol25
Level of theory: the ωB97M-V functional and the def2-TZVPD basis

Properties
Gap between HOMO and LUMO ... 9.8 eV
HOMO level ... -8.907 eV
SMILES ... C/C=C(/C)[Si@@H](C)N
LUMO level ... 0.9 eV

```
20
C5H13NSi, DFT the ωB97M-V functional and the def2-TZVPD basis
C -2.06864 1.23401 -0.29190
C -1.78018 -0.19747 0.00312
C -0.59751 -0.80329 -0.04365
C -0.51102 -2.26787 0.29454
Si 1.02139 0.03232 -0.54950
C 1.35369 2.03576 0.47694
N 2.31579 -0.93698 0.04876
H -1.17209 1.76373 -0.59216
H -2.81271 1.31112 -1.08509
H -2.48531 1.71659 0.59293
H -2.65873 -0.77031 0.28782
H -0.22154 -2.84509 -0.58445
H 0.23544 -2.43434 1.06814
H -1.46999 -2.64256 0.64887
H 1.05334 0.31313 -1.99839
H 2.39977 2.28508 0.36768
H 0.73731 2.78750 0.00871
H 1.09736 1.91925 1.51902
H 2.31456 -1.92712 -0.13289
H 3.24907 -0.57348 -0.03851
```

On energetic grounds, (two) is preferred over the next structure by 0.0510 hartree.